# 1
Below is a 10-piece molecular cluster, C12H44N12O10 overall at a distorted geometry, with properties calculated with ωB97M-V/def2-TZVPD.

Results
Lowest unoccupied orbital energy in eV: -0.141
Highest occupied orbital energy in eV: -7.87
Relative energy (zero: lowest compared OMol25 entry of this formula, charge and spin) in kcal/mol: 250.4
Net charge: 0
SMILES string: NC(N)=O.NC(N)=O.NC(N)=O.NC(N)=O.NC(N)=O.NC(N)=O.CCO.CCO.CO.CO
Gap between HOMO and LUMO in Eh: 0.284

The geometry in XYZ format:
```
78
C12H44N12O10, DFT ωB97M-V/def2-TZVPD
N 3.83 3.23 -0.13
C 3.78 1.94 0.16
N 3.15 1.76 1.25
O 4.50 0.93 -0.59
H 4.26 3.50 -0.99
H 3.33 3.97 0.43
H 2.99 0.78 1.60
H 2.83 2.57 1.80
N 1.01 -2.83 1.28
C -0.13 -3.35 1.52
N -0.85 -2.65 2.43
O -0.62 -4.52 0.97
H 1.47 -3.17 0.29
H 1.29 -1.90 1.61
H -1.81 -3.04 2.70
H -0.60 -1.69 2.67
N 1.05 -0.09 4.83
C 1.05 -0.12 3.50
N -0.12 -0.11 2.91
O 2.24 -0.40 2.72
H 1.93 -0.25 5.34
H 0.26 0.19 5.39
H -0.13 -0.08 1.88
H -0.93 0.23 3.43
N 1.11 0.15 -4.01
C 2.18 0.69 -3.59
N 2.08 1.91 -3.28
O 3.33 0.06 -3.62
H 1.12 -0.87 -4.22
H 0.17 0.53 -3.85
H 1.20 2.31 -2.95
H 2.89 2.48 -3.12
N 2.05 -3.78 -1.08
C 1.00 -3.53 -1.79
N 0.15 -4.46 -1.66
O 0.92 -2.46 -2.65
H 2.91 -3.22 -1.17
H 2.11 -4.70 -0.58
H -0.76 -4.08 -1.88
H 0.18 -5.04 -0.82
N -1.37 1.01 -3.87
C -1.20 1.63 -2.74
N -0.55 2.68 -2.97
O -1.64 1.27 -1.51
H -1.85 0.09 -3.85
H -1.33 1.41 -4.79
H -0.34 3.21 -2.11
H -0.26 3.03 -3.93
C 0.12 3.02 0.88
C -0.79 3.19 2.04
O 0.04 3.11 3.16
H 0.52 4.04 0.63
H -0.48 2.72 0.03
H 0.89 2.30 1.04
H -1.50 2.41 2.05
H -1.24 4.22 2.08
H -0.62 3.05 3.88
C -3.32 -0.76 1.54
C -4.23 0.50 1.54
O -4.04 1.16 2.73
H -3.58 -1.32 0.70
H -3.64 -1.29 2.41
H -2.26 -0.61 1.56
H -5.27 0.34 1.30
H -3.79 1.09 0.77
H -4.85 1.62 2.83
C -2.16 -2.05 -1.42
O -2.36 -3.32 -2.03
H -1.29 -1.61 -1.90
H -2.08 -2.16 -0.32
H -3.01 -1.40 -1.63
H -2.79 -3.87 -1.41
C 1.02 0.06 -0.60
O -0.14 0.14 0.21
H 1.36 1.00 -0.82
H 0.68 -0.24 -1.60
H 1.75 -0.66 -0.22
H -0.85 0.13 -0.37
```

Results of the Löwdin charge analysis, in e, for atoms 1 through 5: atom 1 (N): 0.131, atom 2 (C): -0.607, atom 3 (N): 0.144, atom 4 (O): -0.163, atom 5 (H): 0.091

***

# 2
Below is a 10-piece molecular cluster, C12H44N4O10 overall at a distorted geometry, with properties calculated with ωB97M-V/def2-TZVPD.

Results
Lowest unoccupied orbital energy in eV: -0.287
Highest occupied orbital energy in eV: -9.48
Relative energy (zero: lowest compared OMol25 entry of this formula, charge and spin) in kcal/mol: 11.8
Net charge: 0
SMILES string: NC(N)=O.NC(N)=O.CCO.CCO.CO.CO.CO.CO.CO.CO
Gap between HOMO and LUMO in Eh: 0.338

The geometry in XYZ format:
```
70
C12H44N4O10, DFT ωB97M-V/def2-TZVPD
N -0.59 1.92 3.53
C -1.88 1.62 3.88
N -2.81 1.83 2.90
O -2.20 1.17 4.99
H -0.47 2.30 2.59
H 0.11 1.75 4.22
H -3.75 1.67 3.19
H -2.48 2.31 2.08
N -3.68 -1.23 -2.24
C -3.63 0.13 -2.37
N -2.44 0.57 -2.88
O -4.47 0.92 -1.96
H -4.53 -1.65 -1.92
H -2.86 -1.72 -2.52
H -1.68 -0.05 -3.06
H -2.26 1.56 -2.84
C 3.34 0.39 -3.06
C 2.12 -0.18 -3.78
O 2.27 0.09 -5.19
H 3.42 1.44 -3.33
H 4.23 -0.18 -3.34
H 3.25 0.20 -1.99
H 1.20 0.30 -3.44
H 1.91 -1.25 -3.69
H 3.10 -0.35 -5.44
C -0.68 -0.11 0.34
C 0.41 0.32 -0.62
O 1.16 1.42 -0.07
H -0.41 -0.51 1.33
H -1.45 -0.76 -0.07
H -1.27 0.74 0.72
H -0.05 0.51 -1.58
H 1.20 -0.43 -0.73
H 1.65 1.04 0.68
C -2.44 -4.36 -0.17
O -1.57 -5.42 -0.54
H -1.97 -3.64 0.51
H -2.77 -3.76 -1.02
H -3.31 -4.75 0.37
H -1.14 -5.13 -1.35
C -0.07 4.69 0.87
O -0.51 3.36 1.09
H 0.30 5.12 1.81
H 0.88 4.67 0.31
H -0.78 5.33 0.36
H 0.10 2.76 0.61
C 4.14 -0.50 1.29
O 2.86 -0.06 1.70
H 4.92 0.27 1.36
H 4.49 -1.41 1.78
H 4.07 -0.82 0.25
H 2.89 0.64 2.36
C 4.45 2.91 -0.74
O 3.16 3.47 -0.99
H 4.28 2.28 0.15
H 4.86 2.42 -1.63
H 5.09 3.76 -0.52
H 2.44 2.83 -0.96
C 0.99 -3.63 1.68
O 2.41 -3.56 1.53
H 0.76 -4.53 2.25
H 0.67 -2.77 2.26
H 0.49 -3.72 0.71
H 2.65 -3.96 0.69
C -4.72 -1.06 1.42
O -5.19 -2.31 1.93
H -4.08 -1.22 0.55
H -5.57 -0.43 1.17
H -4.10 -0.54 2.17
H -4.45 -2.70 2.41
```

Results of the Löwdin charge analysis, in e, for atoms 1 through 5: atom 1 (N): 0.157, atom 2 (C): -0.677, atom 3 (N): 0.156, atom 4 (O): -0.009, atom 5 (H): 0.044

***

# 3
Below is a 10-piece molecular cluster, C12H44O10 overall at a distorted geometry, with properties calculated with ωB97M-V/def2-TZVPD.

Results
Lowest unoccupied orbital energy in eV: -0.282
Highest occupied orbital energy in eV: -10.18
Relative energy (zero: lowest compared OMol25 entry of this formula, charge and spin) in kcal/mol: 56.6
Net charge: 0
SMILES string: CC(C)O.CC(C)O.CC(C)O.CC(C)O.O.O.O.O.O.O
Gap between HOMO and LUMO in Eh: 0.364

The geometry in XYZ format:
```
66
C12H44O10, DFT ωB97M-V/def2-TZVPD
C 2.61 0.36 4.02
C 1.33 -0.14 4.67
C 1.49 -1.49 5.41
O 1.09 0.70 5.76
H 2.59 1.43 3.81
H 2.90 -0.17 3.11
H 3.52 0.21 4.60
H 0.49 -0.13 3.98
H 2.20 -1.48 6.24
H 1.84 -2.27 4.73
H 0.53 -1.80 5.82
H 0.70 1.50 5.41
C -1.12 3.97 0.17
C -0.28 5.01 0.93
C 0.70 4.42 1.98
O 0.53 5.70 -0.04
H -0.52 3.20 -0.30
H -1.91 4.41 -0.44
H -1.60 3.50 1.03
H -0.93 5.67 1.51
H 0.18 4.03 2.86
H 1.32 5.23 2.37
H 1.33 3.65 1.53
H 0.07 5.78 -0.88
C -0.75 -0.35 -4.97
C -1.67 -0.17 -6.09
C -1.51 1.22 -6.65
O -1.31 -1.01 -7.20
H -0.83 0.39 -4.17
H 0.27 -0.09 -5.28
H -0.77 -1.35 -4.55
H -2.70 -0.38 -5.82
H -2.10 1.38 -7.55
H -0.49 1.43 -6.98
H -1.76 2.01 -5.94
H -0.41 -0.86 -7.49
C -0.49 -0.73 -1.08
C 0.56 -1.17 0.02
C 1.38 0.05 0.42
O -0.12 -1.61 1.15
H -0.03 -0.14 -1.87
H -1.19 -0.10 -0.54
H -1.04 -1.48 -1.64
H 1.23 -1.87 -0.48
H 2.05 -0.20 1.24
H 0.73 0.90 0.61
H 2.13 0.28 -0.34
H -0.70 -0.92 1.49
O -1.85 -3.52 -0.26
H -1.35 -3.57 -1.08
H -1.41 -2.84 0.24
O -3.37 -2.03 2.96
H -2.83 -1.42 2.46
H -4.26 -1.70 2.86
O -2.14 0.24 2.04
H -1.71 0.89 2.60
H -2.97 0.66 1.80
O 2.69 -3.69 -1.99
H 3.25 -3.50 -2.74
H 1.80 -3.55 -2.31
O 1.82 -3.42 1.91
H 1.40 -3.67 2.73
H 1.34 -2.64 1.62
O -0.18 -3.99 -2.27
H 0.05 -4.88 -2.01
H 0.22 -3.88 -3.13
```

Results of the Löwdin charge analysis, in e, for atoms 1 through 5: atom 1 (C): -0.053, atom 2 (C): -0.480, atom 3 (C): -0.039, atom 4 (O): -0.058, atom 5 (H): 0.074

***

# 4
Below is a 11-piece molecular cluster, C12H45N14O11 overall at a distorted geometry, with properties calculated with ωB97M-V/def2-TZVPD.

Results
Lowest unoccupied orbital energy in eV: 2.012
Highest occupied orbital energy in eV: -7.08
Relative energy (zero: lowest compared OMol25 entry of this formula, charge and spin) in kcal/mol: 0.0
Net charge: -1
Gap between HOMO and LUMO in Eh: 0.334

The geometry in XYZ format:
```
82
C12H45N14O11, DFT ωB97M-V/def2-TZVPD
C -0.55 0.66 -0.70
C -0.68 -0.84 -0.46
O 0.50 -1.53 -0.23
H -0.14 1.15 0.19
H -1.52 1.13 -0.90
H 0.16 0.90 -1.50
H -1.11 -1.16 -1.45
H -1.46 -1.05 0.29
C -3.79 2.69 0.58
O -4.46 1.51 0.98
H -2.76 2.73 0.95
H -3.65 2.74 -0.50
H -4.35 3.57 0.91
H -4.27 1.45 1.93
C 2.90 1.06 -1.74
O 2.32 -0.19 -2.05
H 3.30 1.44 -2.68
H 2.16 1.79 -1.39
H 3.78 1.04 -1.09
H 1.79 -0.52 -1.30
C 1.17 -0.06 3.22
O 1.37 0.13 1.81
H 0.10 -0.08 3.45
H 1.52 -1.07 3.50
H 1.70 0.69 3.79
H 0.92 -0.57 1.29
C -0.62 0.43 -4.95
O -0.52 1.04 -6.01
N 0.42 0.08 -4.16
N -1.86 0.09 -4.45
H 1.35 0.32 -4.46
H 0.33 -0.28 -3.24
H -2.00 -0.51 -3.66
H -2.63 0.29 -5.06
C 4.39 -2.09 -0.22
O 5.61 -2.06 -0.33
N 3.57 -2.75 -1.10
N 3.74 -1.51 0.82
H 2.60 -2.48 -1.08
H 3.99 -3.32 -1.81
H 4.27 -1.06 1.54
H 2.75 -1.62 0.95
C -0.37 -4.54 1.86
O -0.51 -5.58 2.50
N -1.35 -3.58 1.81
N 0.77 -4.19 1.22
H -1.06 -2.70 1.41
H -2.23 -3.78 2.24
H 1.59 -4.76 1.27
H 0.67 -3.44 0.55
C -0.11 -4.06 -3.27
O 0.21 -4.66 -4.27
N -1.36 -3.48 -3.14
N 0.69 -3.85 -2.19
H -1.59 -2.85 -2.40
H -1.95 -3.66 -3.93
H 0.43 -3.17 -1.49
H 1.60 -4.28 -2.15
C 2.56 3.64 1.88
O 3.13 4.72 1.92
N 1.24 3.53 1.54
N 3.16 2.46 2.23
H 0.84 2.61 1.52
H 0.82 4.37 1.18
H 2.60 1.61 2.25
H 4.13 2.47 2.48
C -3.01 -0.13 3.83
O -3.49 0.98 3.61
N -3.33 -0.85 4.95
N -2.23 -0.78 2.93
H -3.90 -0.43 5.66
H -2.70 -1.59 5.18
H -2.06 -0.29 2.06
H -1.69 -1.61 3.10
C -1.13 5.16 -0.46
O -0.29 5.57 0.33
N -0.98 3.96 -1.08
N -2.29 5.84 -0.71
H -0.14 3.47 -0.82
H -1.59 3.62 -1.80
H -2.41 6.69 -0.20
H -3.02 5.42 -1.25
```

Results of the Löwdin charge analysis, in e, for atoms 1 through 5: atom 1 (C): -0.094, atom 2 (C): -0.429, atom 3 (O): -0.352, atom 4 (H): 0.051, atom 5 (H): 0.065

***

# 5
Below is a 8-piece molecular cluster, C12H47B2NO5 overall at a distorted geometry, with properties calculated with ωB97M-V/def2-TZVPD.

Results
Lowest unoccupied orbital energy in eV: 0.237
Highest occupied orbital energy in eV: -9.42
Relative energy (zero: lowest compared OMol25 entry of this formula, charge and spin) in kcal/mol: 0.0
Net charge: 0
Gap between HOMO and LUMO in Eh: 0.355

The geometry in XYZ format:
```
67
C12H47B2NO5, DFT ωB97M-V/def2-TZVPD
O -28.30 31.39 -2.76
H -27.55 31.69 -2.22
H -28.62 32.07 -3.38
H -27.94 30.63 -3.24
N -26.88 32.28 -6.39
H -27.62 32.78 -5.90
H -27.25 32.02 -7.30
H -26.72 31.40 -5.89
H -26.08 32.90 -6.38
B -26.56 30.07 -4.75
H -27.60 30.39 -4.83
H -26.18 29.91 -5.77
H -25.95 30.83 -4.26
H -26.51 29.18 -4.12
B -28.85 33.41 -4.65
H -28.21 33.39 -3.77
H -28.40 33.93 -5.50
H -29.01 32.35 -4.86
H -29.84 33.85 -4.50
C -25.75 25.03 -5.04
C -25.84 26.52 -4.57
C -24.84 26.86 -3.46
O -25.59 27.49 -5.58
H -25.52 24.38 -4.20
H -24.96 24.89 -5.78
H -26.73 24.74 -5.42
H -26.87 26.74 -4.29
H -23.82 26.99 -3.80
H -24.88 26.21 -2.58
H -25.10 27.82 -3.03
H -25.83 28.34 -5.19
C -25.91 33.91 -2.36
C -25.59 33.14 -1.08
C -25.59 33.93 0.23
O -26.54 32.11 -0.98
H -26.94 34.25 -2.22
H -25.80 33.26 -3.22
H -25.17 34.69 -2.51
H -24.63 32.65 -1.27
H -24.90 34.77 0.16
H -25.30 33.36 1.11
H -26.57 34.36 0.40
H -26.41 31.73 -0.11
C -28.90 26.99 -7.32
C -27.78 26.88 -8.35
C -27.09 28.16 -8.68
O -26.85 25.95 -7.82
H -29.78 27.44 -7.77
H -28.57 27.62 -6.49
H -29.27 26.02 -7.02
H -28.16 26.39 -9.25
H -27.71 28.81 -9.29
H -26.09 28.01 -9.09
H -27.00 28.68 -7.72
H -26.39 26.40 -7.11
C -22.88 30.33 -6.39
C -22.55 30.28 -4.86
C -21.15 30.79 -4.55
O -23.50 30.95 -4.11
H -22.18 29.74 -6.96
H -22.78 31.38 -6.69
H -23.93 30.05 -6.53
H -22.58 29.23 -4.56
H -20.39 30.23 -5.09
H -20.96 30.65 -3.49
H -21.01 31.85 -4.80
H -24.34 30.74 -4.52
```

Results of the Löwdin charge analysis, in e, for atoms 1 through 5: atom 1 (O): 0.207, atom 2 (H): 0.077, atom 3 (H): 0.024, atom 4 (H): 0.080, atom 5 (N): 0.268

***

# 6
Below is a 10-piece molecular cluster, C12H47N3O10 overall at a distorted geometry, with properties calculated with ωB97M-V/def2-TZVPD.

Results
Lowest unoccupied orbital energy in eV: 0.390
Highest occupied orbital energy in eV: -9.17
Relative energy (zero: lowest compared OMol25 entry of this formula, charge and spin) in kcal/mol: 40.4
Net charge: 0
SMILES string: COC[C@H](C)N.COC[C@H](C)N.COC[C@H](C)N.O.O.O.O.O.O.O
Gap between HOMO and LUMO in Eh: 0.351

The geometry in XYZ format:
```
72
C12H47N3O10, DFT ωB97M-V/def2-TZVPD
C -2.45 -1.78 3.49
O -2.60 -1.22 2.20
C -1.90 0.01 2.00
C -1.99 0.59 0.55
C -1.31 2.00 0.37
N -3.33 0.92 0.38
H -1.41 -1.72 3.83
H -2.89 -2.76 3.65
H -3.02 -1.09 4.12
H -2.15 0.75 2.75
H -0.83 -0.10 2.17
H -1.82 -0.22 -0.16
H -1.17 2.28 -0.67
H -0.33 1.91 0.85
H -1.85 2.76 0.94
H -3.87 0.30 0.97
H -3.51 1.70 0.99
C -3.91 -5.33 -1.10
O -2.80 -4.38 -1.09
C -2.10 -4.33 0.18
C -0.90 -3.32 0.08
C 0.14 -3.89 -0.84
N -0.11 -2.90 1.23
H -3.69 -6.36 -0.83
H -4.35 -5.29 -2.10
H -4.68 -4.95 -0.42
H -2.71 -3.91 0.97
H -1.86 -5.32 0.58
H -1.33 -2.43 -0.39
H -0.31 -4.44 -1.68
H 0.69 -4.65 -0.29
H 0.77 -3.09 -1.23
H 0.41 -3.63 1.69
H -0.66 -2.51 1.98
C 2.00 2.75 -0.91
O 1.16 3.85 -0.64
C 0.66 4.42 -1.83
C -0.26 5.63 -1.78
C -0.72 6.05 -3.20
N 0.37 6.76 -1.03
H 2.91 3.12 -1.39
H 1.52 2.10 -1.65
H 2.21 2.24 0.03
H 1.50 4.74 -2.45
H 0.05 3.69 -2.36
H -1.08 5.22 -1.20
H -1.47 6.84 -3.31
H -1.10 5.23 -3.81
H 0.14 6.37 -3.79
H -0.42 7.32 -0.74
H 0.78 6.41 -0.17
O 3.31 -2.80 1.34
H 3.21 -3.73 1.54
H 3.00 -2.72 0.44
O 2.87 -1.79 -1.19
H 2.08 -1.47 -1.64
H 3.59 -1.36 -1.64
O 4.91 0.15 -1.36
H 5.81 -0.02 -1.09
H 4.45 0.37 -0.55
O 0.15 -0.96 -2.29
H -0.26 -0.60 -1.50
H -0.54 -1.45 -2.73
O 4.12 -0.08 1.23
H 4.42 0.29 2.06
H 3.89 -0.99 1.44
O 2.40 1.34 2.99
H 1.69 1.15 3.60
H 2.19 0.84 2.21
O 1.37 -0.47 0.82
H 0.79 -1.20 1.01
H 2.12 -0.86 0.38
```

Results of the Löwdin charge analysis, in e, for atoms 1 through 5: atom 1 (C): -0.105, atom 2 (O): -0.210, atom 3 (C): -0.198, atom 4 (C): -0.413, atom 5 (C): -0.014